# 1
Formula: C4H8O2S
Source: the Open Molecules 2025 dataset
Level of theory: ωB97M-V/def2-TZVPD

Last column: natural (NBO) charge in e.
CARTESIAN COORDINATES (ANGSTROEM)
O 1.85 -1.60 -0.87  -0.585
C 0.69 -1.42 -0.62  0.793
O -0.26 -1.50 -1.59  -0.698
C 0.05 -1.16 0.72  -0.510
C -0.77 0.14 0.70  -0.397
C 0.03 1.28 0.06  -0.536
S -0.79 2.86 0.27  -0.032
H 0.24 -1.76 -2.38  0.495
H 0.82 -1.10 1.46  0.228
H -0.56 -2.03 0.98  0.242
H -1.65 -0.03 0.10  0.218
H -1.02 0.43 1.72  0.218
H -0.02 1.10 -1.02  0.212
H 1.08 1.19 0.31  0.223
H 0.31 3.61 0.13  0.129

Its total charge is 0. The value obtained for the HOMO energy is -9.13 eV. Its spin multiplicity is 1. For the LUMO energy, the calculation gives 0.72 eV. For the max |F|, the calculation gives 0.03265 Eh/bohr. Its SMILES is O=C(O)CCCS. The calculation puts the frontier orbital gap at 9.9 eV.

***

# 2
Formula: C4H8O2S
Source: the Open Molecules 2025 dataset
Level of theory: ωB97M-V/def2-TZVPD

Last column: natural (NBO) charge in e.
CARTESIAN COORDINATES (ANGSTROEM)
C 1.28 0.07 0.31  0.500
C 0.08 -1.52 1.67  -0.609
C -0.70 0.77 -2.42  -0.793
C 0.32 -0.03 1.41  -0.586
O 2.14 -0.62 -0.14  -0.507
O -1.12 2.16 -0.17  -0.798
S 0.02 1.88 -1.12  0.936
H -0.36 -1.93 0.79  0.202
H 0.94 -2.11 1.81  0.219
H -0.63 -1.69 2.48  0.215
H -1.02 -0.09 -2.00  0.221
H 0.23 0.66 -3.02  0.226
H -1.42 1.41 -3.02  0.243
H -0.55 0.63 1.14  0.275
H 0.79 0.41 2.29  0.256

Its total charge is 0. The value obtained for the HOMO energy (alpha / beta) is -6.48 / -10.08 eV. Its spin multiplicity is 3. For the LUMO energy (alpha / beta), the calculation gives 0.75 / -1.45 eV. For the max |F|, the calculation gives 0.10549 Eh/bohr. The calculation puts the frontier orbital gap (alpha / beta) at 7.2 / 8.6 eV. As for the expectation value of S²: 2.007.

***

# 3
Formula: C4H8O3
Source: the Open Molecules 2025 dataset
Level of theory: ωB97M-V/def2-TZVPD

Last column: natural (NBO) charge in e.
CARTESIAN COORDINATES (ANGSTROEM)
C 0.60 -0.62 -1.28  -0.634
C 0.66 0.50 -0.26  -0.001
O 0.51 1.72 -0.97  -0.701
C -0.47 0.49 0.77  0.477
O -0.31 0.88 1.91  -0.489
C -1.86 0.11 0.27  0.335
O -2.52 -0.74 0.82  -0.463
H 1.44 -0.52 -1.97  0.233
H 0.64 -1.60 -0.81  0.226
H -0.32 -0.55 -1.87  0.217
H 1.61 0.47 0.30  0.190
H 0.72 2.44 -0.36  0.480
H -2.22 0.66 -0.62  0.133
H 0.89 -1.96 1.90  -0.014
H 0.78 -1.31 2.24  0.011

Its total charge is 0. The value obtained for the HOMO energy is -9.62 eV. Its spin multiplicity is 1. For the LUMO energy, the calculation gives -0.05 eV. For the max |F|, the calculation gives 0.01137 Eh/bohr. Its SMILES is C[C@@H](O)C(=O)C=O.[H][H]. The calculation puts the frontier orbital gap at 9.6 eV.

***

E for the records above, in order: -19208.2742, -19203.9003, -10418.0863 eV
Relative energy (zero: lowest compared OMol25 entry of this formula, charge and spin) for the records above, in order: 2.9, 0.0, 67.3 kcal/mol